# 1
This record from OMol25 describes C3H6OS in the gas phase. The level of theory is wB97M-V/def2-TZVPD.

Energy ... -591.25416 hartree
Gap between HOMO and LUMO ... 9.9 eV
Multiplicity ... 1
SMILES string ... C1CSCO1

Positions of all 11 atoms, in Å:
C: -0.76 0.41 -0.01
C: 0.61 1.13 -0.17
C: 0.28 -1.40 0.08
H: -1.12 0.35 0.99
H: -1.59 0.97 -0.53
H: 0.80 2.01 0.70
H: 0.88 1.52 -1.17
H: 0.21 -2.46 -0.30
H: -0.25 -1.33 1.17
O: -0.82 -0.81 -0.57
S: 1.76 -0.38 -0.19

Mulliken population analysis, charges in e, atoms 1 to 4: -0.64 -0.38 -0.35 0.42

# 2
This record from OMol25 describes 4 unconnected molecules or ions with the total composition C31H67O14S. The level of theory is wB97M-V/def2-TZVPD.

Charge ... +1
Energy ... -2672.11563 hartree
Gap between HOMO and LUMO ... 6.7 eV
Multiplicity ... 1

Positions of all 113 atoms, in Å:
C: -3.08 -0.30 -1.38
C: -3.25 -1.00 -2.86
C: -4.69 -1.76 -3.08
O: -5.57 -1.03 -4.02
C: -6.41 -0.14 -3.20
S: -6.59 1.61 -3.87
C: -5.15 2.56 -3.14
C: -4.11 3.20 -4.24
C: -3.36 4.47 -3.48
C: -1.73 4.47 -3.63
O: -1.10 3.14 -3.60
C: 0.39 3.25 -3.67
C: 1.31 4.03 -2.54
O: 1.05 2.64 -4.69
C: -8.13 2.30 -3.05
O: -9.16 1.25 -2.73
C: -9.51 1.40 -1.27
C: -8.81 0.44 -0.12
O: -10.41 2.30 -0.82
H: -2.65 0.80 -1.59
H: -4.14 -0.15 -0.88
H: -2.29 -0.82 -0.69
H: -2.40 -1.83 -2.94
H: -3.13 -0.24 -3.75
H: -4.43 -2.79 -3.63
H: -5.23 -2.07 -2.08
H: -5.97 -0.02 -2.10
H: -7.45 -0.70 -3.07
H: -4.54 1.83 -2.45
H: -5.57 3.42 -2.47
H: -4.77 3.63 -5.13
H: -3.36 2.44 -4.72
H: -3.80 5.47 -3.91
H: -3.61 4.38 -2.32
H: -1.38 5.06 -4.59
H: -1.31 5.09 -2.71
H: 1.08 3.64 -1.45
H: 2.44 3.81 -2.83
H: 1.15 5.19 -2.52
H: -8.62 3.20 -3.64
H: -7.79 2.71 -1.98
H: -9.64 -0.29 0.29
H: -8.28 1.05 0.74
H: -7.97 -0.22 -0.62
C: 2.00 -1.39 -7.04
O: 1.54 -2.61 -6.49
C: 1.04 -2.45 -5.16
C: 0.06 -3.58 -4.81
O: -1.24 -3.39 -5.39
C: -1.33 -3.63 -6.80
C: -1.25 -5.11 -7.17
O: 0.11 -5.55 -7.16
C: 0.21 -6.95 -6.98
H: 2.83 -0.99 -6.45
H: 2.35 -1.59 -8.06
H: 1.19 -0.66 -7.09
H: 0.53 -1.48 -5.06
H: 1.89 -2.48 -4.47
H: -0.10 -3.56 -3.73
H: 0.47 -4.56 -5.06
H: -0.60 -3.03 -7.35
H: -2.32 -3.26 -7.09
H: -1.64 -5.26 -8.19
H: -1.85 -5.69 -6.47
H: -0.23 -7.25 -6.02
H: 1.27 -7.22 -6.96
H: -0.28 -7.49 -7.80
C: 3.84 -0.50 3.56
O: 4.20 0.66 2.82
C: 3.86 0.55 1.44
C: 3.72 1.94 0.81
O: 2.48 2.58 1.13
C: 2.37 3.08 2.47
C: 3.21 4.34 2.71
O: 4.58 3.98 2.94
C: 5.47 5.04 2.65
H: 4.37 -1.37 3.19
H: 4.11 -0.33 4.61
H: 2.76 -0.66 3.51
H: 2.91 0.00 1.33
H: 4.66 -0.01 0.94
H: 3.71 1.81 -0.28
H: 4.57 2.58 1.04
H: 2.57 2.30 3.20
H: 1.31 3.36 2.59
H: 2.86 4.85 3.62
H: 3.13 5.01 1.85
H: 5.38 5.35 1.61
H: 6.49 4.70 2.83
H: 5.27 5.89 3.31
C: 6.27 -0.17 7.25
O: 5.49 -1.22 7.79
C: 6.28 -2.14 8.54
C: 5.41 -2.90 9.55
O: 5.09 -2.12 10.72
C: 4.12 -1.08 10.53
C: 2.70 -1.61 10.35
O: 2.50 -2.07 9.02
C: 1.44 -3.01 8.93
H: 7.01 -0.56 6.56
H: 5.60 0.51 6.71
H: 6.75 0.40 8.05
H: 7.08 -1.61 9.08
H: 6.72 -2.85 7.84
H: 5.98 -3.75 9.92
H: 4.50 -3.30 9.09
H: 4.42 -0.41 9.72
H: 4.15 -0.48 11.45
H: 1.98 -0.80 10.53
H: 2.52 -2.41 11.07
H: 1.66 -3.89 9.54
H: 1.36 -3.33 7.89
H: 0.49 -2.55 9.23

Mulliken population analysis, charges in e, atoms 1 to 4: -0.82 0.33 -0.47 -0.38

# 3
This record from OMol25 describes C9H8BrNO2 in the gas phase. The level of theory is wB97M-V/def2-TZVPD.

Energy ... -3126.87383 hartree
Gap between HOMO and LUMO ... 9.7 eV
Multiplicity ... 1
SMILES string ... O=[N+]([O-])[C@]1(Br)CCc2ccccc21

Positions of all 21 atoms, in Å:
C: 1.76 1.15 1.76
C: 1.53 1.99 0.69
C: 1.18 -0.10 1.76
C: 0.78 1.63 -0.39
C: 0.29 -0.48 0.72
C: 0.15 0.40 -0.39
C: -0.38 -1.71 0.47
C: -0.75 -1.80 -0.98
C: -0.83 -0.24 -1.40
N: -2.13 0.41 -1.06
O: -2.60 1.19 -1.81
O: -2.57 0.09 -0.02
Br: -0.43 0.23 -3.22
H: 2.43 1.56 2.59
H: 2.13 2.90 0.61
H: 1.23 -0.69 2.81
H: 0.84 2.41 -1.19
H: 0.17 -2.60 0.74
H: -1.25 -1.80 1.08
H: 0.17 -2.12 -1.58
H: -1.71 -2.42 -1.20

Mulliken population analysis, charges in e, atoms 1 to 4: -0.35 -0.48 -0.63 -0.48

# 4
This record from OMol25 describes C18H24N2O6 in the gas phase. The level of theory is wB97M-V/def2-TZVPD.

Energy ... -1260.62197 hartree
Gap between HOMO and LUMO ... 9.1 eV
Multiplicity ... 1
SMILES string ... COc1ccc(C(=O)NCC(=O)NCC(=O)OCC(=O)C(C)(C)C)cc1

Positions of all 50 atoms, in Å:
C: -5.79 -1.00 1.27
H: -6.73 -1.03 1.47
O: -5.39 0.44 0.86
C: -4.24 0.64 0.48
C: -4.05 1.85 0.06
C: -2.89 2.39 -0.12
C: -1.86 1.46 -0.12
C: -2.02 0.26 -0.15
C: -3.29 -0.19 0.28
H: -3.32 -1.31 0.58
H: -1.24 -0.26 -0.10
C: -0.52 2.10 -0.81
O: 0.37 1.08 -1.43
N: -0.05 3.35 -0.32
H: -0.66 3.75 0.16
C: 1.12 3.83 -0.60
H: 1.45 3.42 -1.71
H: 1.07 4.90 -0.57
C: 2.45 3.51 0.11
O: 2.86 4.17 1.10
N: 2.65 2.12 -0.15
C: 3.61 1.56 0.85
C: 3.32 0.25 1.35
O: 4.04 -0.55 2.01
O: 2.03 0.04 0.87
C: 1.63 -1.35 1.58
C: 0.74 -2.35 0.57
O: -0.32 -2.41 0.88
C: 1.24 -2.58 -0.67
C: 2.54 -1.74 -1.16
H: 2.21 -0.56 -1.43
H: 3.30 -1.77 -0.66
H: 2.89 -2.04 -2.17
C: 1.75 -4.14 -0.61
H: 0.90 -4.69 -0.27
H: 2.20 -4.19 -1.50
H: 2.59 -4.07 -0.02
C: 0.22 -2.46 -1.57
H: -0.69 -2.96 -1.48
H: 0.44 -2.81 -2.67
H: 0.04 -1.52 -1.88
H: 2.27 -1.92 2.14
H: 0.81 -1.23 2.49
H: 3.98 2.00 1.53
H: 4.51 1.35 0.00
H: 2.25 1.50 -0.68
H: -2.63 3.41 -0.38
H: -4.78 2.56 0.33
H: -5.20 -1.27 1.92
H: -5.81 -1.58 0.37

Mulliken population analysis, charges in e, atoms 1 to 4: -1.19 0.36 -0.53 1.28

# 5
This record from OMol25 describes a molecular structure, CHClI2. The level of theory is wB97M-V/def2-TZVPD.

Energy ... -1094.22567 hartree
Gap between HOMO and LUMO ... 8.9 eV
Multiplicity ... 1

Positions of all 5 atoms, in Å:
C: 0.33 1.28 0.05
Cl: -0.87 1.94 1.13
I: 0.53 2.13 -1.85
I: 2.23 1.14 1.13
H: 0.07 -0.07 -0.16

Mulliken population analysis, charges in e, atoms 1 to 4: -0.55 -0.07 0.18 0.11

# 6
This record from OMol25 describes a molecular structure, C28H45B3Br20F14O5S. The level of theory is wB97M-V/def2-TZVPD.

Energy ... -54821.34077 hartree
Gap between HOMO and LUMO ... 6.4 eV
Multiplicity ... 1

Positions of all 116 atoms, in Å:
O: 5.53 -3.87 0.54
S: 6.51 -2.81 0.30
O: 6.67 -2.03 1.55
F: 7.93 -3.60 0.03
B: 6.06 -1.76 -1.21
O: 5.65 -2.38 -2.42
B: 4.44 -1.80 -2.90
O: 4.12 -0.42 -2.72
B: 4.65 -0.07 -1.46
C: 3.84 0.56 -0.24
C: 2.35 0.94 -0.55
C: 1.55 1.20 0.79
F: 0.75 2.31 0.70
F: 2.53 1.53 1.74
C: 0.81 -0.09 1.34
F: 1.34 -1.22 0.73
F: 1.16 -0.21 2.67
C: -0.75 -0.08 1.18
F: -1.15 0.41 -0.04
F: -1.20 0.86 2.09
C: -1.46 -1.44 1.56
F: -0.70 -2.27 2.33
F: -2.56 -1.11 2.34
C: -2.03 -2.28 0.35
F: -3.04 -1.64 -0.31
F: -2.63 -3.39 0.92
C: -0.97 -2.84 -0.66
F: -0.03 -3.62 -0.06
F: -1.65 -3.70 -1.49
F: -0.39 -1.91 -1.45
O: 6.04 -0.36 -1.23
H: 3.62 -2.46 -3.44
H: 3.95 -0.16 0.62
H: 4.41 1.48 0.08
H: 1.83 0.19 -1.20
H: 2.34 1.89 -1.15
Br: 0.45 1.98 4.60
C: -0.86 1.44 5.93
C: -2.19 2.12 5.71
Br: -2.15 3.97 6.31
H: -0.43 1.65 6.91
H: -0.96 0.36 5.81
H: -2.97 1.65 6.30
H: -2.49 2.13 4.66
Br: 2.40 -6.42 3.40
C: 3.48 -5.24 4.51
C: 4.19 -4.18 3.69
Br: 5.74 -4.87 2.73
H: 4.16 -5.87 5.08
H: 2.78 -4.77 5.20
H: 4.59 -3.40 4.33
H: 3.54 -3.73 2.94
Br: 8.40 -0.98 0.53
C: 10.06 0.01 0.24
C: 10.02 1.34 0.95
Br: 8.92 2.63 -0.01
H: 10.20 0.11 -0.84
H: 10.85 -0.62 0.65
H: 11.02 1.79 0.99
H: 9.62 1.27 1.96
Br: -5.00 -7.38 -4.36
C: -3.97 -6.09 -3.32
C: -3.34 -5.05 -4.20
Br: -1.78 -5.76 -5.13
H: -3.24 -6.66 -2.74
H: -4.68 -5.64 -2.64
H: -2.96 -4.22 -3.61
H: -4.01 -4.67 -4.97
Br: -4.19 5.87 1.75
C: -2.98 4.70 0.77
C: -1.92 4.13 1.68
Br: -0.54 5.45 2.07
H: -2.58 5.28 -0.05
H: -3.61 3.90 0.38
H: -1.39 3.31 1.18
H: -2.30 3.78 2.63
Br: -5.30 6.22 -2.88
C: -6.64 5.71 -1.55
C: -7.96 6.39 -1.81
Br: -7.92 8.25 -1.24
H: -6.22 5.94 -0.58
H: -6.74 4.63 -1.65
H: -8.74 5.93 -1.21
H: -8.25 6.39 -2.85
Br: -0.34 7.20 -3.38
C: -1.95 7.43 -4.44
C: -1.68 7.21 -5.91
Br: -0.77 8.73 -6.71
H: -2.34 8.43 -4.23
H: -2.65 6.69 -4.06
H: -2.61 7.11 -6.46
H: -1.06 6.33 -6.10
Br: -6.60 8.56 2.77
C: -4.92 9.52 2.52
C: -4.96 10.87 3.18
Br: -6.00 12.15 2.14
H: -4.75 9.57 1.44
H: -4.17 8.89 2.98
H: -3.96 11.30 3.23
H: -5.39 10.85 4.18
Br: -5.10 -5.19 -7.78
C: -5.93 -6.94 -7.95
C: -7.28 -6.85 -8.62
Br: -8.64 -6.17 -7.40
H: -5.98 -7.37 -6.95
H: -5.24 -7.53 -8.56
H: -7.63 -7.84 -8.92
H: -7.28 -6.19 -9.49
Br: 3.92 -10.47 5.01
C: 5.75 -9.94 4.61
C: 5.94 -8.45 4.75
Br: 5.19 -7.49 3.23
H: 5.98 -10.31 3.61
H: 6.37 -10.48 5.34
H: 7.00 -8.20 4.75
H: 5.47 -8.05 5.64

Mulliken population analysis, charges in e, atoms 1 to 4: -0.57 0.91 -0.60 -0.25

# 7
This record from OMol25 describes C5H11N3 in the gas phase. The level of theory is wB97M-V/def2-TZVPD.

Energy ... -361.15623 hartree
Gap between HOMO and LUMO ... 10.1 eV
Multiplicity ... 1
SMILES string ... C1=N\CCCCNN/1

Positions of all 19 atoms, in Å:
C: -0.77 1.27 0.26
C: 0.80 1.13 -0.25
C: 1.87 0.18 0.38
C: 0.65 -1.61 -0.25
C: -1.47 0.29 -0.60
H: -0.63 1.01 1.27
H: -1.30 2.32 0.64
H: 1.16 2.22 0.03
H: 1.13 1.07 -1.40
H: 1.67 -0.15 1.37
H: 2.71 0.97 0.15
H: 0.39 -2.54 -0.94
H: -0.42 -1.73 1.46
H: -2.04 -1.60 -0.54
H: -0.86 -0.04 -1.32
H: -2.46 0.39 -0.79
N: 1.83 -1.07 -0.35
N: -0.48 -1.14 0.68
N: -1.78 -0.96 0.18

Mulliken population analysis, charges in e, atoms 1 to 4: -0.36 -0.87 -0.24 0.02

# 8
This record from OMol25 describes a molecular structure, C18H26AsN2ORh. The level of theory is wB97M-V/def2-TZVPD.

Charge ... +2
Energy ... -3231.93113 hartree
Gap between HOMO and LUMO (spin up / spin down) ... 7.8 / 7.4 eV
Multiplicity ... 5

Positions of all 49 atoms, in Å:
Rh: -16.17 0.25 1.00
C: -17.70 -2.39 -2.20
C: -17.84 -1.49 -0.98
O: -16.87 -1.29 -0.25
N: -19.04 -0.87 -0.78
C: -19.26 -0.02 0.39
C: -18.91 1.40 0.17
C: -19.82 2.37 -0.21
C: -19.42 3.68 -0.31
C: -18.12 4.04 0.10
C: -17.28 3.04 0.41
N: -17.62 1.77 0.39
H: -17.46 -3.42 -1.79
H: -16.85 -1.98 -2.78
H: -18.68 -2.45 -2.71
H: -19.78 -1.06 -1.47
H: -18.70 -0.44 1.23
H: -20.37 -0.09 0.66
H: -20.80 2.11 -0.46
H: -20.07 4.49 -0.59
H: -17.84 5.06 0.12
H: -16.27 3.29 0.79
C: -16.87 -2.27 3.46
As: -16.20 -0.47 3.44
C: -14.81 -0.47 4.84
C: -17.60 0.62 4.17
H: -17.19 -2.38 4.50
H: -16.17 -2.99 3.20
H: -17.82 -2.40 2.92
H: -15.42 -0.35 5.75
H: -14.15 0.46 4.76
H: -14.24 -1.39 4.81
H: -17.62 0.48 5.24
H: -18.56 0.36 3.73
H: -17.35 1.69 3.93
C: -15.05 1.53 -1.48
C: -14.32 1.01 -0.37
C: -13.92 -0.37 -0.36
C: -13.03 -0.89 0.58
C: -12.61 -0.10 1.66
C: -13.07 1.19 1.75
C: -13.87 1.78 0.81
H: -15.37 0.87 -2.29
H: -15.35 2.55 -1.61
H: -14.22 -1.00 -1.21
H: -12.70 -1.87 0.51
H: -11.95 -0.55 2.39
H: -12.69 1.81 2.55
H: -14.17 2.84 0.88

Mulliken population analysis, charges in e, atoms 1 to 4: 0.50 -1.04 0.43 -0.55

- Number 5 is which compound?
  CHClI2

- Look up the multiplicity of the sixth one.
  1

- Which of these has the lowest energy?
  C28H45B3Br20F14O5S